17
Properties=species:S:1:pos:R:3:forces:R:3:mulliken_charge:R:1 method="wB97M-V/def2-TZVPD" fmax_ev_per_a=1.1 s_squared=0.7542 relative_energy_ev=0.000 spin_multiplicity=2 orbital_gap_ev="11.91 / 8.12"
C -0.01443 0.36004 0.12391 -0.7 0.2 -0.8 -0.5537
O 0.48095 -0.54317 1.00067 -0.2 0.5 0.1 -0.5675
C -1.18907 -0.08686 -0.76114 -0.1 0.4 0.7 -0.2514
C -1.75512 1.16803 -1.43451 0.3 -0.4 -0.4 -1.1815
H -0.32501 1.29802 0.60880 0.4 0.0 0.3 0.4509
H 0.81799 0.66596 -0.54230 0.3 -0.1 0.2 0.2994
H -0.95874 -0.86712 -1.48494 0.3 0.0 0.2 0.3618
H -1.91223 -0.46772 -0.03498 -0.2 -0.2 -0.3 0.2609
H -2.35805 0.87543 -2.29041 -0.3 0.1 0.1 0.3556
H -2.34568 1.76932 -0.74896 -0.1 0.1 0.0 0.3448
H -0.95368 1.79216 -1.84375 0.0 0.0 0.1 0.3132
H 2.49103 0.07762 3.31385 0.1 0.1 0.1 0.3203
H 1.63381 0.20999 2.07510 0.2 0.3 0.3 0.4328
O 2.22758 0.72565 2.65364 -0.1 -0.3 -0.1 -0.6466
H 0.93163 -1.78168 0.15722 0.0 -0.8 -0.4 0.4340
H 2.05003 -2.75801 -0.25901 -0.3 0.0 -0.2 0.2874
O 1.17898 -2.43767 -0.53320 0.5 0.0 0.1 -0.6605

---

17
Properties=species:S:1:pos:R:3:forces:R:3:mulliken_charge:R:1 method="wB97M-V/def2-TZVPD" fmax_ev_per_a=4.8 s_squared=0.7550 relative_energy_ev=1.833 spin_multiplicity=2 orbital_gap_ev="11.41 / 7.81"
C 0.11032 0.48648 -0.48664 -1.2 -1.4 3.0 -0.1843
O 0.21015 -0.92482 -0.37370 0.3 2.5 0.0 -0.4874
C 0.09950 1.03806 1.03207 0.2 -3.1 1.3 -0.5332
C -0.72211 2.25967 1.24883 -2.0 -0.9 -2.9 -1.0384
H 1.03565 0.86994 -0.80242 0.9 0.7 -1.6 0.2304
H -0.90811 0.85115 -0.76697 1.2 -0.5 -1.0 0.3636
H -0.48655 0.22897 1.56668 0.7 0.7 -0.5 0.2744
H 1.09016 1.01488 1.56722 -0.7 0.2 -1.0 0.4122
H -1.04187 2.12767 2.22061 -0.6 0.6 2.4 0.3529
H -0.17584 3.20421 1.10667 -0.9 -0.2 -0.4 0.2891
H -1.78396 1.97129 0.65642 2.8 1.8 1.1 0.2728
H 2.10335 -2.76210 -1.43871 1.5 0.3 -0.1 0.3103
H 1.96486 -1.79621 -0.37710 3.1 -0.6 -1.5 0.3623
O 2.76804 -2.18511 -0.97368 -4.6 0.4 1.5 -0.6504
H -0.97885 -1.46256 -1.21778 -2.4 -1.5 -1.1 0.4345
H -1.51408 -2.91992 -1.30820 -0.8 1.8 -0.9 0.2994
O -1.77066 -2.00159 -1.65329 2.5 -0.8 1.7 -0.7081

---

18
Properties=species:S:1:pos:R:3:forces:R:3:mulliken_charge:R:1 method="wB97M-V/def2-TZVPD" fmax_ev_per_a=3.7 relative_energy_ev=0.706 spin_multiplicity=1 orbital_gap_ev=9.18
C 0.52627 1.43167 1.95731 -0.1 -0.1 -0.2 -1.3093
C 0.51840 0.90989 0.52564 0.0 -0.2 0.1 -0.1679
C 0.85032 -0.57798 0.43965 -0.1 0.3 0.7 -0.4363
O 0.77933 -1.09894 -0.84324 -2.7 0.7 -2.5 -0.3888
P -0.85970 -0.58318 -1.82349 2.6 -0.7 1.7 0.1188
P -2.32792 -1.80572 -0.75525 -0.3 0.0 -0.3 -0.1021
P -0.31897 -2.14951 -3.22510 0.0 -0.8 0.0 -0.1152
H 1.53986 1.47287 2.34674 0.1 0.0 0.1 0.3234
H 0.09270 2.42967 1.99546 0.1 0.0 0.1 0.3443
H -0.06419 0.77825 2.60272 0.0 0.0 0.1 0.3366
H 1.22034 1.47161 -0.09571 -0.1 0.0 -0.1 0.2450
H -0.48225 1.04689 0.09904 0.1 0.1 0.0 0.3088
H 1.88043 -0.75885 0.76971 -0.1 0.0 0.1 0.3120
H 0.17910 -1.13440 1.11959 0.1 0.1 0.0 0.2353
H -2.42422 -0.93478 0.32997 -0.1 0.3 0.4 0.0561
H -1.37336 -2.60640 -0.13014 0.3 -0.4 0.1 0.0832
H 0.80129 -1.44566 -3.66380 0.4 0.2 -0.2 0.0754
H -1.13054 -1.64716 -4.24959 -0.3 0.1 -0.3 0.0804

---

17
Properties=species:S:1:pos:R:3:forces:R:3:mulliken_charge:R:1 method="wB97M-V/def2-TZVPD" fmax_ev_per_a=3.8 relative_energy_ev=2.622 spin_multiplicity=1 orbital_gap_ev="7.30 / 6.64"
C 0.92547 -0.16181 1.00782 3.4 1.0 -1.3 -1.1745
C 0.06667 1.66609 -0.66814 0.5 -1.8 -2.9 -1.2021
C 0.07587 0.19114 -0.16246 1.1 -0.1 -1.4 0.2873
P 1.45165 -1.14785 -2.17928 -0.7 0.4 -0.2 -0.0065
P -2.67287 -0.14360 1.16187 -0.3 1.3 0.6 -0.1324
P -1.32739 -0.77123 -0.55485 -2.0 -0.3 0.1 -0.0674
H 0.52000 0.11084 1.95563 -0.5 0.2 0.7 0.3495
H 1.90722 0.40769 0.86772 -1.2 0.0 0.5 0.3210
H 1.40248 -1.14866 1.03932 -1.1 -0.3 -0.1 0.3795
H 1.09777 1.97135 -1.13716 -1.9 -0.5 1.1 0.3087
H -0.76848 1.84902 -1.47416 1.6 -0.4 1.6 0.3173
H -0.16325 2.20320 0.19641 -0.2 1.5 1.3 0.4463
H 1.37923 0.21343 -2.51031 0.4 0.2 -0.1 0.0042
H 0.63457 -1.43002 -3.37671 0.2 0.0 1.1 0.0608
H -3.28218 1.13498 0.78768 0.3 -1.0 -0.4 0.0442
H -1.79658 0.68593 1.96966 0.0 -0.8 -0.3 0.0017
H -1.13270 -2.04348 0.10247 0.4 0.7 -0.2 0.0623

---

26
Properties=species:S:1:pos:R:3:forces:R:3:mulliken_charge:R:1 method="wB97M-V/def2-TZVPD" fmax_ev_per_a=7.6 s_squared=0.7526 total_charge=+1 relative_energy_ev=6.161 spin_multiplicity=2 orbital_gap_ev="4.14 / 3.35"
Cu 0.89878 0.86439 -5.73302 -0.1 -0.1 0.4 0.9494
Br -0.82987 0.41592 -2.65241 0.2 0.1 -0.4 0.0497
C -3.40166 0.85877 2.69008 -3.1 3.7 -0.1 0.6880
O -3.85775 1.38309 3.70260 1.0 -0.9 0.2 -0.6442
N -2.90288 -0.28135 2.45590 2.7 -6.2 2.7 -0.3679
N -3.57217 1.41405 1.50273 -1.0 4.0 -2.9 -0.4116
H -2.54977 -0.61925 1.57203 -0.2 0.1 0.7 0.1620
H -2.86894 -0.80167 3.32090 0.6 -0.9 -0.5 0.2305
H -4.14310 2.24651 1.53649 0.2 0.0 -0.5 0.2136
H -3.37935 0.97513 0.61376 -0.3 0.2 0.4 0.1297
C 2.00193 4.65099 0.72422 5.0 -1.0 -4.6 0.7136
O 2.76677 4.44616 -0.22408 -0.3 0.3 -0.8 -0.7089
N 0.99424 3.96592 1.00817 -6.2 -3.9 1.4 -0.2743
N 2.24519 5.48440 1.65137 2.0 4.7 3.5 -0.3819
H 0.65795 4.24833 1.91771 -1.3 -1.3 -0.5 0.1264
H 0.59712 3.24343 0.42474 0.2 0.3 0.5 0.1469
H 3.04682 6.07947 1.49842 -0.2 0.0 0.6 0.2131
H 1.68989 5.46413 2.49477 0.7 0.8 -0.1 0.1631
C 1.74039 -5.27976 -2.76831 2.1 0.9 -2.7 0.6835
O 2.23333 -4.77977 -3.74050 0.4 2.0 -2.6 -0.6780
N 0.79876 -4.84405 -2.04210 -5.5 4.0 3.4 -0.3554
N 2.15389 -6.38386 -2.31678 2.6 -6.1 2.1 -0.3705
H 0.64868 -5.24187 -1.12596 -0.3 0.4 -0.3 0.1694
H 0.40290 -3.93403 -2.22984 0.1 -0.3 0.2 0.1947
H 1.76997 -6.69653 -1.43648 0.6 -0.8 -0.5 0.1479
H 2.85889 -6.87864 -2.84429 -0.1 -0.1 0.5 0.2113

---

24
Properties=species:S:1:pos:R:3:forces:R:3:mulliken_charge:R:1 method="wB97M-V/def2-TZVPD" fmax_ev_per_a=1.8 relative_energy_ev=0.243 spin_multiplicity=1 orbital_gap_ev=10.92
Cl 0.02093 -2.95464 -2.27888 0.2 -0.4 0.6 -0.1505
C 1.03696 -1.82864 -3.16268 -1.0 1.5 0.1 0.0252
Cl 1.31999 -2.43353 -4.76163 0.5 -0.1 -0.7 -0.1656
H 0.42138 -0.93269 -3.24297 0.0 -0.1 -0.2 0.0139
H 1.93676 -1.45466 -2.67422 0.1 -1.0 0.2 0.2751
Cl 0.62330 -0.61444 0.28627 0.1 0.5 0.0 -0.0911
C -0.66748 -1.65146 0.80256 -0.8 -0.9 0.4 0.3772
Cl -0.00149 -3.22590 1.31453 -0.3 0.1 0.0 -0.1421
H -1.24198 -1.25712 1.64075 0.7 0.4 -0.2 -0.3819
H -1.41597 -1.80784 0.02577 0.5 -0.1 -0.3 0.3102
Cl 1.68733 4.19235 -1.57369 -0.2 -1.0 0.3 -0.1866
C 1.60565 2.36283 -1.46614 0.7 1.2 -0.5 -0.0968
Cl 0.19178 1.76721 -2.37143 0.4 0.1 0.5 -0.1431
H 2.52887 2.06584 -1.96368 -0.4 -0.3 -0.1 0.2786
H 1.64742 2.06830 -0.41752 -0.6 0.1 -0.1 0.1566
O -2.09812 1.33435 1.06632 0.3 -0.1 0.2 -0.5810
H -2.04022 1.19495 0.12110 0.1 0.1 -0.4 0.3045
H -2.98876 1.06770 1.29411 -0.3 0.0 0.2 0.2959
O -1.91816 -1.68467 4.11898 -0.3 0.1 0.2 -0.6345
H -0.99468 -1.86314 4.29660 0.3 -0.1 0.1 0.3184
H -1.94562 -1.46684 3.18729 -0.1 0.0 0.0 0.2498
O 1.13332 2.25567 1.87259 0.4 0.0 -0.1 -0.6325
H 0.33301 1.75508 1.71404 -0.4 -0.2 0.0 0.2847
H 0.82586 3.11132 2.17185 0.0 0.3 0.1 0.3157

---

34
Properties=species:S:1:pos:R:3:forces:R:3:mulliken_charge:R:1 method="wB97M-V/def2-TZVPD" fmax_ev_per_a=5.2 total_charge=+1 relative_energy_ev=0.000 spin_multiplicity=1 orbital_gap_ev=8.18
Sn 0.32480 1.60615 -1.37298 -0.4 -2.7 1.7 1.4901
N 1.18514 -0.77327 -0.77146 1.8 0.6 -0.8 -0.0978
S 0.66718 -1.75899 0.34088 -3.8 -2.5 2.5 1.0062
O 0.89638 -1.43209 1.70455 0.2 0.8 -0.5 -0.5398
O 0.78556 -3.13316 -0.03036 0.7 0.5 -0.4 -0.6116
F -0.88161 -1.48936 0.09029 0.3 0.3 0.1 -0.2381
S 2.75764 -1.31643 -0.95489 2.2 0.3 -1.8 1.0129
O 2.99909 -2.31777 -1.93485 -1.3 0.2 -0.1 -0.5460
O 3.52606 -1.42099 0.23182 -0.7 0.7 0.4 -0.5059
F 3.20490 0.00880 -1.71672 -0.1 0.4 0.3 -0.2863
C 1.85115 1.64856 2.18720 -0.2 -1.9 1.1 0.6475
O 1.78777 1.75819 0.95589 -0.6 0.7 -1.2 -0.5474
N 0.75388 1.63661 3.01413 1.2 0.5 -1.3 -0.3422
N 3.01216 1.30017 2.80334 -1.4 0.9 -1.2 -0.4326
H -0.08263 1.96364 2.57078 -0.3 0.0 0.6 0.1541
H 0.95212 1.65222 3.99653 -0.7 0.2 0.2 0.1739
H 3.79010 1.28914 2.16753 0.6 -0.2 0.7 0.2556
H 2.98207 1.25011 3.80247 1.0 -0.2 0.0 0.1711
C -2.41579 1.27476 1.42821 0.2 0.1 -0.1 0.4502
O -1.57174 1.03157 0.54764 0.5 0.8 -0.7 -0.4062
N -3.27503 0.32273 1.83444 -0.2 -0.3 -0.2 -0.3671
N -2.52310 2.48779 2.04262 -0.1 -0.9 -0.1 -0.4085
H -3.39326 -0.49025 1.25343 0.3 -0.1 0.0 0.2444
H -3.93755 0.42496 2.58205 0.0 0.3 0.0 0.1750
H -1.83972 3.19554 1.85302 -0.1 0.2 0.1 0.2464
H -3.12493 2.52926 2.84597 0.1 0.5 0.0 0.1652
C -1.07956 -0.97323 -3.64073 -1.1 -0.9 0.8 0.6763
O -1.31649 0.00267 -2.88856 1.3 1.1 0.3 -0.6375
N -0.40908 -2.06913 -3.22025 0.4 0.4 -0.5 -0.2499
N -1.71572 -1.09924 -4.82794 0.4 0.0 -0.2 -0.4234
H -0.35426 -2.88036 -3.81104 0.1 0.0 0.0 0.1741
H 0.24095 -2.02611 -2.45171 -0.1 0.1 0.1 0.1729
H -1.38137 -1.75900 -5.50763 -0.1 -0.1 0.0 0.1861
H -2.41512 -0.44352 -5.12367 0.1 0.2 0.2 0.2382

---

18
Properties=species:S:1:pos:R:3:forces:R:3:mulliken_charge:R:1 method="wB97M-V/def2-TZVPD" fmax_ev_per_a=1.5 relative_energy_ev=1.187 spin_multiplicity=1 orbital_gap_ev=9.85
C -1.68967 2.46199 0.18857 1.0 -0.9 -0.7 -0.4146
C -1.02914 2.20151 1.30485 -0.1 0.9 0.9 -0.4745
H -1.55357 3.34860 -0.43182 -0.4 0.1 0.7 0.2504
H -2.12710 1.61003 -0.30782 -0.4 0.0 -0.3 0.2044
H -0.58413 2.99479 1.90040 0.3 0.0 -0.3 0.2221
H -0.97260 1.24396 1.80886 -0.4 -0.2 -0.3 0.2177
N 1.54184 0.25489 -0.91600 0.1 0.8 -0.1 -0.4893
C 1.99004 -1.07621 -1.07795 0.0 -0.9 0.4 -0.3123
O 2.13149 -1.85033 0.14230 -0.2 0.6 -0.5 -0.5572
H 0.57202 0.37810 -0.66790 0.0 -0.3 0.1 0.2181
H 2.12105 0.79979 -0.29328 0.0 0.0 0.0 0.2310
H 1.23801 -1.60613 -1.67901 0.4 0.2 -0.3 0.3120
H 2.98501 -1.07844 -1.54159 -0.4 -0.1 0.0 0.2681
H 1.20641 -1.93986 0.40155 -0.1 -0.2 0.4 0.3206
N -1.15142 -1.91908 0.23967 -0.5 1.0 0.0 -0.6889
H -1.66514 -2.27485 -0.55959 0.2 -0.7 0.1 0.2366
H -1.69557 -1.07196 0.41789 0.4 0.1 0.2 0.1900
H -1.31754 -2.47680 1.07090 -0.1 -0.4 -0.3 0.2658

---

Quick rundown of E_tot, same order as above: -346.5290, -346.4617, -1220.1431, -1144.7936, -4889.8738, -3108.3463, -2241.7678, -306.2003 Eh